Here is C21H35BaBrN3S2Si as an isolated structure from OMol25. Energies are from ωB97M-V/def2-TZVPD.

Last column: Löwdin charge in e.
Cartesian coordinates (Å):
Ba1 -3.11652 0.55821 0.78111  1.528
C1 -2.83588 1.21421 4.82771  -0.061
C2 -3.62972 -0.02631 4.57219  -0.645
N1 -3.90348 -0.49383 3.38170  -0.046
C3 -4.66942 -1.64440 3.45871  -0.333
C4 -4.95762 -2.03948 4.72332  -0.326
S1 -4.27306 -0.95907 5.84802  1.129
C5 -5.12540 -2.30798 2.22598  -0.334
C6 -5.91902 -3.40794 2.15672  -0.324
S2 -6.23374 -3.79951 0.53062  1.136
C7 -5.29408 -2.47927 0.01707  -0.654
N2 -4.76923 -1.78839 0.99774  -0.059
C8 -5.10990 -2.14212 -1.42802  -0.068
H1 -2.58767 1.70717 3.88813  0.062
H2 -1.90789 0.98992 5.35326  0.090
H3 -3.40159 1.92530 5.42852  0.093
H4 -5.53637 -2.88841 5.04561  0.085
H5 -6.33507 -3.98720 2.96338  0.085
H6 -5.64275 -2.83922 -2.07104  0.081
H7 -4.05415 -2.18592 -1.70273  0.084
H8 -5.49300 -1.14163 -1.63692  0.091
N3 -5.22928 3.47066 0.02062  -0.113
C9 -4.71780 2.47831 0.33107  -0.657
C10 3.04800 2.15209 1.09066  -0.100
C11 2.64873 2.19373 -0.39248  -0.629
C12 3.87186 2.65556 -1.20903  -0.077
C13 1.55332 3.26619 -0.51369  -0.109
Si1 2.10368 0.48011 -1.02037  0.558
Br1 -0.05763 0.24814 -0.08850  0.317
C14 1.76693 0.36635 -2.89223  -0.629
C15 1.19623 1.67971 -3.44803  -0.096
C16 0.75813 -0.73203 -3.26801  -0.114
C17 3.09582 0.07628 -3.61863  -0.080
C18 3.05389 -0.99012 -0.27043  -0.631
C19 2.61729 -2.33059 -0.87988  -0.098
C20 4.55620 -0.80107 -0.56151  -0.077
C21 2.86627 -1.12420 1.24945  -0.109
H9 3.30009 3.16812 1.40753  0.094
H10 3.92063 1.52974 1.28167  0.068
H11 2.23076 1.80497 1.72625  0.077
H12 4.23432 3.59715 -0.78666  0.096
H13 3.63045 2.84357 -2.25480  0.068
H14 4.69962 1.94581 -1.17410  0.072
H15 1.97010 4.21892 -0.17439  0.094
H16 0.69830 3.04213 0.12356  0.048
H17 1.19155 3.41299 -1.52748  0.061
H18 0.26449 1.96569 -2.95591  0.077
H19 0.97406 1.53569 -4.50925  0.094
H20 1.89334 2.51304 -3.37642  0.069
H21 -0.23428 -0.51538 -2.87188  0.045
H22 1.04581 -1.72620 -2.93951  0.062
H23 0.67506 -0.75840 -4.35847  0.093
H24 3.86918 0.81421 -3.40227  0.075
H25 2.91394 0.10544 -4.69676  0.096
H26 3.49564 -0.91031 -3.38556  0.068
H27 2.83894 -2.40980 -1.94291  0.068
H28 1.55291 -2.52171 -0.73138  0.075
H29 3.16601 -3.13136 -0.37570  0.093
H30 4.77358 -0.69149 -1.62546  0.070
H31 5.09100 -1.68876 -0.21181  0.096
H32 4.97976 0.05634 -0.04048  0.070
H33 1.83600 -1.36835 1.50859  0.055
H34 3.15690 -0.23658 1.80666  0.055
H35 3.49576 -1.94870 1.59687  0.093

Summary:
net charge = +1

***

Here is C20H39GaNO10 as an isolated structure from OMol25. Energies are from ωB97M-V/def2-TZVPD.

Last column: Löwdin charge in e.
Cartesian coordinates (Å):
C1 1.96605 -2.10632 -1.21445  -0.137
C2 1.10584 -1.88014 -2.51788  -0.221
C3 0.75164 -0.38655 -2.80618  -0.369
O1 -0.56049 -0.00431 -2.48302  -0.289
Ga1 -0.82417 0.46868 -0.65860  0.435
C4 -0.06491 2.35518 -0.34181  -0.246
C5 1.49922 2.19552 -0.11389  -0.281
C6 2.00064 2.76424 1.24900  -0.281
N1 3.01011 1.81827 1.79913  -0.024
C7 -2.78106 0.21438 -0.07477  -0.386
C8 -3.67771 1.48555 -0.22700  -0.160
C9 -3.42875 -1.00096 -0.85775  -0.256
C10 -3.33370 -2.37652 -0.13274  -0.253
C11 -1.89803 -2.76470 0.37346  -0.116
H1 2.42917 -1.16205 -0.88461  0.034
H2 1.28395 -2.38951 -0.39591  0.033
H3 2.69667 -2.91992 -1.34938  0.056
H4 1.73730 -2.26762 -3.34377  0.086
H5 0.21747 -2.52538 -2.45191  0.091
H6 1.53275 0.25053 -2.34403  0.085
H7 0.85539 -0.24401 -3.90579  0.097
H8 0.07928 -0.52678 0.24870  0.004
H9 -0.15418 2.95246 -1.27463  0.041
H10 -0.53942 2.86248 0.51460  0.025
H11 1.73862 1.11633 -0.13287  0.029
H12 2.04141 2.68816 -0.93954  0.093
H13 1.20376 2.93531 1.98088  0.093
H14 2.55931 3.68722 1.02303  0.096
H15 3.16951 2.01839 2.78252  0.058
H16 2.61503 0.88070 1.81122  0.060
H17 -2.76575 -0.08805 0.99369  0.072
H18 -4.29427 1.39513 -1.14003  0.058
H19 -3.13510 2.44050 -0.16685  0.038
H20 -4.40904 1.48293 0.61282  0.060
H21 -3.03023 -1.04439 -1.88776  0.092
H22 -4.51348 -0.75607 -0.93462  0.087
H23 -3.66045 -3.15342 -0.84785  0.086
H24 -4.00025 -2.38383 0.74545  0.095
H25 -1.91122 -3.68436 0.97626  0.047
H26 -1.17432 -2.86632 -0.44922  0.055
H27 -1.57586 -1.95611 1.04456  0.037
C12 -4.90252 -7.25257 1.09150  -0.135
C13 -3.75701 -6.71079 0.28040  -0.120
O2 -3.62883 -5.37236 0.75786  0.038
C14 -4.15912 -5.34248 2.00762  -0.563
O3 -4.06750 -4.42832 2.75383  0.176
O4 -4.81119 -6.50030 2.29587  0.058
H28 -4.81036 -8.31863 1.29331  0.129
H29 -5.87292 -7.06119 0.62621  0.132
H30 -2.82149 -7.24376 0.46918  0.135
H31 -3.95967 -6.71892 -0.78919  0.134
C15 -0.65960 5.93385 0.42159  -0.123
C16 -0.57735 7.26498 1.11856  -0.132
O5 -0.01133 6.92191 2.38023  0.057
C17 0.66915 5.75586 2.22157  -0.560
O6 1.38615 5.29263 3.04500  0.160
O7 0.41653 5.20327 1.00687  0.030
H32 -0.52883 6.01410 -0.65558  0.136
H33 -1.59477 5.40758 0.62647  0.135
H34 0.09140 7.96417 0.60916  0.130
H35 -1.55098 7.73533 1.24608  0.130
C18 5.90314 1.20185 -0.06563  -0.124
C19 5.39402 0.02100 -0.84398  -0.122
O8 6.59566 -0.51615 -1.41166  0.057
C20 7.63124 -0.12155 -0.63359  -0.583
O9 8.74262 -0.53354 -0.73538  0.144
O10 7.23744 0.80130 0.27405  0.056
H36 5.31283 1.40058 0.82734  0.102
H37 5.95179 2.11207 -0.66928  0.133
H38 4.93398 -0.73592 -0.20478  0.130
H39 4.68681 0.30134 -1.62211  0.132

Summary:
net charge = -1

***

Here is a 7-piece molecular cluster, C48H88ClN2O9 overall from OMol25. Energies are from ωB97M-V/def2-TZVPD.

Last column: Löwdin charge in e.
Cartesian coordinates (Å):
C1 9.76019 -3.37650 1.91131  -0.114
C2 8.26727 -2.90559 2.07649  -0.237
C3 7.76952 -2.28659 0.74014  -0.227
C4 6.77470 -1.10558 0.93794  -0.185
C5 6.66101 -0.36033 -0.44092  -0.196
C6 5.17891 0.00011 -0.77779  -0.184
C7 4.81641 1.49370 -0.37769  -0.178
C8 4.15482 2.28172 -1.53472  -0.208
C9 2.64111 2.00010 -1.72094  -0.191
C10 2.35676 0.55306 -2.21503  -0.206
C11 0.95772 0.36673 -2.84722  -0.191
C12 -0.14486 -0.05629 -1.81099  -0.194
C13 -0.92635 -1.34216 -2.28848  -0.214
C14 -2.07338 -0.88913 -3.21286  -0.207
C15 -2.96420 -2.06484 -3.71730  -0.187
C16 -4.18226 -2.20849 -2.77568  -0.223
C17 -5.24127 -3.23903 -3.25353  -0.196
C18 -6.69249 -2.90908 -2.84011  -0.117
C19 -6.90679 -2.77047 -1.33100  -0.099
C20 -5.98938 -3.24931 -0.43236  0.031
N1 -6.14304 -3.12343 0.89967  0.114
C21 -7.23620 -2.53126 1.37850  -0.615
Cl1 -7.36799 -2.42780 3.10773  0.784
C22 -8.22270 -2.04237 0.55937  0.009
C23 -8.07632 -2.14220 -0.83513  0.010
C24 -9.16653 -1.62631 -1.75833  -0.423
O1 -9.91116 -2.44578 -2.23845  0.195
O2 -9.29923 -0.31637 -2.09385  0.026
C25 -9.67457 0.51669 -0.97287  -0.121
C26 -11.18911 0.44569 -0.64642  -0.107
N2 -11.40582 0.17599 0.80461  -0.093
C27 -12.78471 -0.31024 1.03093  -0.242
C28 -12.96043 -1.79257 0.56809  -0.069
C29 -11.29922 1.42651 1.55147  -0.461
C30 -9.93086 1.84084 2.11451  0.019
O3 -12.25210 2.13256 1.77421  0.113
H1 10.42971 -2.90579 2.64818  0.062
H2 10.13369 -3.16832 0.89846  0.054
H3 9.83633 -4.46881 2.04226  0.061
H4 8.16661 -2.20922 2.92043  0.097
H5 7.69985 -3.82719 2.27984  0.097
H6 8.60601 -1.87643 0.14487  0.089
H7 7.32859 -3.09014 0.12731  0.117
H8 5.79527 -1.49683 1.25618  0.087
H9 7.16717 -0.38388 1.67096  0.109
H10 7.25777 0.56414 -0.38473  0.064
H11 7.03968 -1.01955 -1.24094  0.102
H12 4.51170 -0.66836 -0.20699  0.072
H13 4.97603 -0.18666 -1.84373  0.089
H14 5.75277 2.00139 -0.10564  0.085
H15 4.16771 1.47734 0.51280  0.090
H16 4.24983 3.35408 -1.29436  0.084
H17 4.69864 2.15001 -2.48617  0.117
H18 2.26116 2.70862 -2.48050  0.081
H19 2.03972 2.16583 -0.80980  0.117
H20 3.13491 0.25647 -2.93761  0.105
H21 2.44667 -0.09060 -1.32340  0.097
H22 0.68244 1.33077 -3.31388  0.092
H23 0.94969 -0.39417 -3.64651  0.100
H24 -0.86624 0.78267 -1.77266  0.099
H25 0.29391 -0.17169 -0.82020  0.070
H26 -1.26888 -1.88863 -1.39428  0.085
H27 -0.17214 -1.97123 -2.79136  0.113
H28 -1.61003 -0.44888 -4.11160  0.115
H29 -2.65282 -0.12370 -2.67387  0.107
H30 -2.41006 -3.01456 -3.65931  0.121
H31 -3.32830 -1.84243 -4.73081  0.111
H32 -4.69643 -1.25491 -2.56082  0.119
H33 -3.77814 -2.55250 -1.80261  0.095
H34 -5.01128 -4.27815 -2.95368  0.119
H35 -5.21789 -3.24928 -4.35722  0.120
H36 -7.42999 -3.64790 -3.19023  0.139
H37 -6.94037 -1.93224 -3.29464  0.138
H38 -5.09188 -3.75536 -0.78471  0.144
H39 -5.43604 -3.50450 1.52323  0.181
H40 -9.09657 -1.60363 1.04632  0.124
H41 -9.10114 0.21995 -0.08620  0.085
H42 -9.45793 1.54805 -1.28069  0.141
H43 -11.74633 -0.24610 -1.28828  0.130
H44 -11.62712 1.44811 -0.82768  0.137
H45 -13.56069 0.31881 0.56491  0.125
H46 -12.98736 -0.30412 2.11170  0.122
H47 -12.00284 -2.29387 0.78292  0.067
H48 -13.17294 -1.77665 -0.51036  0.067
H49 -13.78552 -2.27400 1.10714  0.077
H50 -9.77160 1.25002 3.03010  0.092
H51 -9.13352 1.60968 1.38871  0.059
H52 -9.88630 2.91562 2.32431  0.092
C31 -0.38324 -2.73338 2.31772  -0.022
C32 0.38585 -2.89637 1.02889  -0.473
O4 0.39086 -2.01913 0.19143  0.036
C33 1.14066 -4.18376 0.82777  -0.007
H53 -0.87531 -1.76303 2.32497  0.069
H54 -1.14267 -3.51478 2.39715  0.083
H55 0.29468 -2.78670 3.16869  0.072
H56 0.44889 -5.02874 0.84402  0.084
H57 1.89086 -4.30054 1.61214  0.081
H58 1.64375 -4.16018 -0.13737  0.088
C34 2.97795 -0.37013 2.45673  -0.009
C35 3.29398 -1.60991 3.25595  -0.498
O5 3.80410 -2.58019 2.73889  0.057
C36 2.95019 -1.59444 4.72286  -0.015
H59 3.28135 -0.51576 1.42253  0.054
H60 1.90329 -0.17464 2.48524  0.084
H61 3.52865 0.48090 2.86227  0.094
H62 1.87847 -1.44935 4.85217  0.057
H63 3.49835 -0.79467 5.22477  0.089
H64 3.23204 -2.54684 5.16976  0.086
C37 -1.53485 0.85232 4.62979  -0.015
C38 -1.20225 -0.36528 5.45573  -0.490
O6 -0.65460 -1.32911 4.96544  0.045
C39 -1.57790 -0.33286 6.91491  -0.018
H65 -1.20935 0.69326 3.60252  0.077
H66 -2.61276 1.02324 4.63495  0.084
H67 -1.01882 1.72641 5.02965  0.091
H68 -2.65759 -0.21371 7.01990  0.085
H69 -1.06352 0.48992 7.41381  0.090
H70 -1.28087 -1.26853 7.38513  0.084
C40 10.37421 0.84636 -1.66739  -0.016
C41 10.11856 1.23126 -0.23168  -0.491
O7 9.00233 1.48126 0.16320  0.047
C42 11.31076 1.29009 0.68991  -0.019
H71 9.43225 0.84340 -2.21349  0.082
H72 11.04831 1.56761 -2.13245  0.086
H73 10.81033 -0.15304 -1.71318  0.087
H74 12.02562 2.03078 0.32773  0.086
H75 11.78743 0.30989 0.74609  0.086
H76 10.98207 1.57782 1.68704  0.082
C43 6.74930 5.19318 0.19632  -0.012
C44 5.45989 5.20668 0.97956  -0.491
O8 4.68266 4.28219 0.92544  0.065
C45 5.18266 6.42141 1.83175  -0.024
H77 6.81891 4.26502 -0.36894  0.074
H78 6.77032 6.03236 -0.50127  0.087
H79 7.59999 5.25407 0.87723  0.087
H80 5.13595 7.31369 1.20529  0.085
H81 5.96514 6.53603 2.58374  0.084
H82 4.22624 6.29695 2.33676  0.079
C46 2.24186 6.42032 -5.35365  -0.024
C47 2.32736 4.99588 -4.86244  -0.501
O9 3.06102 4.68460 -3.95402  0.070
C48 1.45700 3.97438 -5.55406  -0.020
H83 2.91696 7.04376 -4.77036  0.081
H84 2.53511 6.47119 -6.40353  0.085
H85 1.22427 6.79606 -5.23372  0.084
H86 1.71619 3.91881 -6.61265  0.086
H87 0.40513 4.24377 -5.44265  0.086
H88 1.61899 2.99699 -5.10143  0.067

Summary:
net charge = +1

***

| no. | gap between HOMO and LUMO (eV) |
| --- | --- |
| 1 | 8.95 |
| 2 | 6.54 |
| 3 | 5.72 |